This record from the Open Molecules 2025 dataset describes a single CH3F2N2P molecule. The level of theory is the ωB97M-V functional and the def2-TZVPD basis.

Each line ends with the Löwdin charge.
Cartesian coordinates (Å):
C: -0.08894 0.73138 -0.96121  -0.2876
N: 0.17403 -0.31581 -0.12857  -0.2475
N: -0.76485 1.81597 -0.44031  0.0443
F: 1.95849 -1.80583 0.99708  -0.3368
F: -0.13685 -2.69563 0.43487  -0.2450
P: 0.91738 -1.90547 -0.33928  0.8477
H: -0.95233 2.57129 -0.98399  0.0292
H: -0.04848 -0.02642 0.87563  0.0981
H: -1.05844 1.63052 0.54578  0.0977

## Properties
multiplicity = 1
E_HOMO = -8.509 eV
energy relative to the best compared isomer or geometry (same formula, charge and spin) = 0.545 eV
E_tot = -690.5172 a.u.

This record from the Open Molecules 2025 dataset describes 2 unconnected molecules or ions with the total composition CH3F2NO. The level of theory is the ωB97M-V functional and the def2-TZVPD basis.

Each line ends with the Löwdin charge.
Cartesian coordinates (Å):
C: -1.91338 -0.15476 0.58741  -0.1809
N: 0.81341 -0.75707 -0.78295  -0.0651
O: 0.65632 -0.65609 0.48457  -0.1378
F: -1.88954 -0.90189 -0.51389  0.0248
F: -2.06271 1.15978 0.23366  0.0001
H: -2.63965 -0.43166 1.42484  0.1330
H: 1.46277 -0.05466 -1.28480  0.1537
H: 0.64089 -1.63323 -1.16874  0.0722

## Properties
multiplicity = 1
E_HOMO (alpha / beta) = -8.991 / -8.724 eV
energy relative to the best compared isomer or geometry (same formula, charge and spin) = 5.828 eV
E_tot = -369.4559 a.u.

This record from the Open Molecules 2025 dataset describes a single CH3F2O2PS molecule. The level of theory is the ωB97M-V functional and the def2-TZVPD basis.

Each line ends with the Löwdin charge.
Cartesian coordinates (Å):
C: 0.08127 -0.14633 -0.25072  -0.1805
O: -2.24643 -1.82228 0.04413  -0.4887
O: -3.29350 0.45607 -0.50982  -0.6628
F: -5.14476 -1.19200 -0.03615  -0.2981
F: -5.05312 1.03334 0.95542  -0.2957
P: -4.92681 0.35753 -0.51741  0.8034
S: -1.84899 -0.42714 0.29087  0.9683
H: 0.40404 -1.29861 0.01464  0.1008
H: 0.34152 -0.02473 -1.28862  0.0193
H: 0.31265 0.58353 0.56132  0.0340

## Properties
multiplicity = 1
E_HOMO = -9.635 eV
energy relative to the best compared isomer or geometry (same formula, charge and spin) = 1.570 eV
E_tot = -1129.6486 a.u.

This record from the Open Molecules 2025 dataset describes a single CH3F2OP molecule. The level of theory is the ωB97M-V functional and the def2-TZVPD basis.

Each line ends with the Löwdin charge.
Cartesian coordinates (Å):
C: -0.38974 0.49553 -0.96731  -0.1328
O: -0.70067 -0.10150 0.30574  -0.4322
F: 1.84939 -0.63785 0.72397  -0.3831
F: -0.16561 -1.51676 2.05480  -0.2650
P: 0.34356 -0.07682 1.55675  0.9308
H: -1.28199 1.15748 -1.14963  0.0990
H: -0.27314 -0.38131 -1.60870  0.0855
H: 0.61820 1.06122 -0.91562  0.0978

## Properties
multiplicity = 1
SMILES = COP(F)F
E_HOMO = -10.881 eV
energy relative to the best compared isomer or geometry (same formula, charge and spin) = 0.503 eV
E_tot = -656.2842 a.u.

This record from the Open Molecules 2025 dataset describes 3 unconnected molecules or ions with the total composition CH3F3N2O. The level of theory is the ωB97M-V functional and the def2-TZVPD basis.

Each line ends with the Löwdin charge.
Cartesian coordinates (Å):
C: -1.20945 0.72523 0.89556  -0.0601
N: 1.70814 -0.47603 -0.55979  0.0821
N: 1.46899 -1.28579 0.23025  0.0325
O: -1.11903 0.08728 -0.12255  -0.0355
F: 1.93549 0.89817 -0.16599  -0.0693
F: 1.42028 -1.06740 1.59013  -0.0116
F: -0.92750 -0.79052 -2.57084  -0.1392
H: -0.27886 1.10094 1.32158  0.0791
H: -2.15011 1.28221 1.03791  0.1001
H: -0.84795 -0.47408 -1.65626  0.0219

## Properties
multiplicity = 1
SMILES = F/N=N\F.C=O.F
E_HOMO = -11.384 eV
energy relative to the best compared isomer or geometry (same formula, charge and spin) = 3.002 eV
E_tot = -524.0453 a.u.

This record from the Open Molecules 2025 dataset describes a gas-phase ion, CH3F3N2P (charge +1). The level of theory is the ωB97M-V functional and the def2-TZVPD basis.

Each line ends with the Löwdin charge.
Cartesian coordinates (Å):
C: -0.38000 -0.06681 0.96444  -0.4469
N: -0.10618 0.77361 -0.01690  0.2770
N: -0.28706 -1.35880 0.99792  -0.0044
F: -0.89239 0.50653 2.03840  0.1628
F: -1.89231 -2.85213 2.02303  -0.2227
F: 0.36106 -3.53949 1.83923  -0.2627
P: -0.49592 -2.29548 2.51723  1.0168
H: 0.40447 0.67594 -0.86499  0.1472
H: -0.19679 1.75941 0.24487  0.1642
H: -0.30681 -1.82836 0.07731  0.1688

## Properties
multiplicity = 1
net charge = +1
SMILES = N/C(F)=[NH+]/P(F)F
E_HOMO = -16.513 eV
energy relative to the best compared isomer or geometry (same formula, charge and spin) = 0.000 eV
E_tot = -790.1917 a.u.

This record from the Open Molecules 2025 dataset describes a molecular structure, CH3F3NO2S. The level of theory is the ωB97M-V functional and the def2-TZVPD basis.

Each line ends with the Löwdin charge.
Cartesian coordinates (Å):
C: 0.71163 -1.80452 0.02948  -0.1094
N: -0.62936 2.17681 -0.04606  0.0100
O: -1.10404 -0.27811 1.36387  -0.0834
O: -1.28121 -0.31238 -1.11090  -0.0897
F: -0.30730 2.74251 -1.15451  0.1507
F: -0.30351 3.06724 0.82521  0.1502
F: 0.63403 1.19887 0.16055  -0.1603
S: -0.62626 -0.61746 0.10292  0.8105
H: 0.97469 -1.80542 -1.06584  0.1048
H: 1.58411 -1.49875 0.65919  0.1056
H: 0.34722 -2.86880 0.23609  0.1109

## Properties
multiplicity = 3
net charge = +1
E_HOMO (alpha / beta) = -13.580 / -17.931 eV
E_tot = -942.1621 a.u.

This record from the Open Molecules 2025 dataset describes 2 unconnected molecules or ions with the total composition CH3F3P. The level of theory is the ωB97M-V functional and the def2-TZVPD basis.

Each line ends with the Löwdin charge.
Cartesian coordinates (Å):
C: -1.03951 -0.07999 0.02088  -0.0638
F: 1.02646 0.99767 1.14391  -0.0230
F: 1.11936 1.03384 -1.18045  -0.0373
F: 2.22334 -1.85364 -0.01019  -0.1768
P: 0.68949 0.09769 -0.03306  1.0337
H: -1.20756 -0.63248 0.86991  0.0614
H: -1.61101 -0.49803 -0.86096  0.1462
H: -1.20059 0.93494 0.04995  0.0596

## Properties
multiplicity = 1
net charge = +1
E_HOMO (alpha / beta) = -19.630 / -18.110 eV
energy relative to the best compared isomer or geometry (same formula, charge and spin) = 5.051 eV
E_tot = -680.4587 a.u.

This record from the Open Molecules 2025 dataset describes 2 unconnected molecules or ions with the total composition CH3F3Si. The level of theory is the ωB97M-V functional and the def2-TZVPD basis.

Each line ends with the Löwdin charge.
Cartesian coordinates (Å):
C: 1.74663 0.21948 0.32264  -0.4829
F: 2.02528 1.40777 -0.23889  0.0850
F: 1.19769 -0.64922 -0.53229  0.0758
F: 2.99609 -0.18047 0.69122  0.0727
Si: -2.42239 -0.03272 -0.53843  0.5474
H: -3.34545 -0.39823 0.69240  -0.2464
H: 1.06059 0.41430 1.26367  0.1886
H: -3.25844 -0.78092 -1.66032  -0.2401

## Properties
multiplicity = 1
E_HOMO = -8.959 eV
energy relative to the best compared isomer or geometry (same formula, charge and spin) = 8.833 eV
E_tot = -628.8880 a.u.

This record from the Open Molecules 2025 dataset describes 2 unconnected molecules or ions with the total composition CH3FIN. The level of theory is the ωB97M-V functional and the def2-TZVPD basis.

Each line ends with the Löwdin charge.
Cartesian coordinates (Å):
C: -0.42416 -1.56854 -0.11747  -0.2361
N: 0.21188 -0.59867 0.31587  -0.6473
F: -0.20673 2.72551 -0.15432  -0.1262
I: 1.97711 0.14975 -0.06768  0.7748
H: -0.14549 3.24897 0.60936  0.0816
H: 0.00203 -2.46107 -0.80088  0.1115
H: -1.41464 -1.49595 0.21511  0.0416

## Properties
multiplicity = 1
SMILES = C=NI.F
E_HOMO = -8.679 eV
energy relative to the best compared isomer or geometry (same formula, charge and spin) = 1.548 eV
E_tot = -492.1413 a.u.

This record from the Open Molecules 2025 dataset describes a single CH3FIP molecule. The level of theory is the ωB97M-V functional and the def2-TZVPD basis.

Each line ends with the Löwdin charge.
Cartesian coordinates (Å):
C: -0.40398 0.46715 -0.32801  -0.8603
F: 2.06638 -0.50348 -0.16674  -0.4359
P: 0.54366 -1.18064 -0.00845  0.7974
I: -2.54169 0.05087 -0.03209  0.6174
H: -0.21789 1.24890 0.50929  0.0304
H: -0.06275 0.69644 -1.26348  -0.0577
H: 0.61627 -0.77924 1.28948  -0.0912

## Properties
multiplicity = 1
SMILES = FPCI
E_HOMO = -9.811 eV
energy relative to the best compared isomer or geometry (same formula, charge and spin) = 0.498 eV
E_tot = -778.7964 a.u.

This record from the Open Molecules 2025 dataset describes a molecular structure, CH3FN2O. The level of theory is the ωB97M-V functional and the def2-TZVPD basis.

Each line ends with the Löwdin charge.
Cartesian coordinates (Å):
C: -1.12850 -0.04764 -0.62144  -0.4167
N: 0.86432 0.37368 1.20127  0.1831
N: 0.07865 -0.40004 -0.34098  -0.0232
O: -1.77528 0.92857 -0.28410  0.0261
F: 0.83158 -1.44395 -0.67656  0.0273
H: -1.40850 -0.80016 -1.38976  0.1497
H: 0.74368 1.32827 0.83940  0.0459
H: 1.79405 0.06126 1.27218  0.0078

## Properties
multiplicity = 1
E_HOMO = -10.235 eV
energy relative to the best compared isomer or geometry (same formula, charge and spin) = 5.049 eV
E_tot = -324.3208 a.u.

This record from the Open Molecules 2025 dataset describes 2 unconnected molecules or ions with the total composition CH3FN2P2. The level of theory is the ωB97M-V functional and the def2-TZVPD basis.

Each line ends with the Löwdin charge.
Cartesian coordinates (Å):
C: -1.51323 -0.05598 0.00494  -0.2250
N: -0.84320 1.10348 -0.42575  -0.4105
N: 2.42714 -1.57563 -0.84939  -0.5470
F: 1.38509 0.95703 0.91724  -0.5473
P: 3.19407 -1.15423 0.32078  0.6244
P: 0.46987 1.83193 -0.24388  0.8784
H: -2.56234 0.19000 0.18131  0.0725
H: -1.07678 -0.50851 0.90274  0.0704
H: -1.48062 -0.78808 -0.80799  0.0840

## Properties
multiplicity = 1
SMILES = C/N=P\F.N#P
E_HOMO = -10.507 eV
energy relative to the best compared isomer or geometry (same formula, charge and spin) = 0.325 eV
E_tot = -931.9639 a.u.

This record from the Open Molecules 2025 dataset describes 2 unconnected molecules or ions with the total composition CH3FNO2S. The level of theory is the ωB97M-V functional and the def2-TZVPD basis.

Each line ends with the Löwdin charge.
Cartesian coordinates (Å):
C: -1.15834 -1.36432 0.15814  -0.0275
N: 1.60929 0.67697 1.38118  -0.1713
O: 1.81659 0.26275 -1.28525  -0.5206
O: 2.35905 -1.55800 0.49440  -0.5469
F: -1.11343 -2.66200 -0.34626  -0.1983
S: 1.46860 -0.46203 -0.03392  0.5694
H: -0.51178 -1.47904 1.08407  -0.0730
H: 1.17159 0.19800 2.18543  0.0155
H: 0.95202 1.33694 1.12710  -0.0472

## Properties
multiplicity = 1
net charge = -1
E_HOMO = -3.717 eV
energy relative to the best compared isomer or geometry (same formula, charge and spin) = 3.924 eV
E_tot = -743.1025 a.u.

This record from the Open Molecules 2025 dataset describes 2 unconnected molecules or ions with the total composition CH3FO2. The level of theory is the ωB97M-V functional and the def2-TZVPD basis.

Each line ends with the Löwdin charge.
Cartesian coordinates (Å):
C: 0.24808 -0.21928 0.31143  -0.4336
O: 0.37794 -1.35693 -0.33998  0.0758
O: -1.35308 0.76041 -0.25382  0.0573
F: 1.15490 0.73273 0.07451  0.0252
H: -0.25655 -0.15862 1.31220  0.1542
H: 0.78751 -1.30535 -1.19196  0.1048
H: -0.95879 1.54704 0.08762  0.0164

## Properties
multiplicity = 3
E_HOMO (alpha / beta) = -5.525 / -11.634 eV
energy relative to the best compared isomer or geometry (same formula, charge and spin) = 0.848 eV
E_tot = -290.0167 a.u.

This record from the Open Molecules 2025 dataset describes 2 unconnected molecules or ions with the total composition CH3FO2S. The level of theory is the ωB97M-V functional and the def2-TZVPD basis.

Each line ends with the Löwdin charge.
Cartesian coordinates (Å):
C: -1.27689 -0.18004 -0.02666  -0.3460
O: 2.68478 0.97439 0.05420  -0.7098
O: -0.56928 -0.31535 -1.15428  0.0069
F: -0.66202 -0.64398 1.15091  -0.0827
S: 3.45099 0.00658 0.81956  0.7255
H: -1.75200 0.76596 0.41597  0.1475
H: -2.07810 -0.95287 -0.13353  0.1261
H: 0.20252 0.34531 -1.12617  0.1324

## Properties
multiplicity = 1
SMILES = O=S.OCF
E_HOMO (alpha / beta) = -9.404 / -9.415 eV
energy relative to the best compared isomer or geometry (same formula, charge and spin) = 1.783 eV
E_tot = -688.3413 a.u.

This record from the Open Molecules 2025 dataset describes 2 unconnected molecules or ions with the total composition CH3FOS. The level of theory is the ωB97M-V functional and the def2-TZVPD basis.

Each line ends with the Löwdin charge.
Cartesian coordinates (Å):
C: -1.47134 0.06038 -0.18310  -0.2338
O: 0.81808 -0.84922 0.59668  -0.5279
F: 2.67984 0.79230 0.05518  -0.1166
S: -0.19722 -0.99839 -0.48236  0.8948
H: -2.04796 0.21468 -0.98946  -0.0250
H: 1.87708 0.32380 0.22855  -0.0205
H: -1.65847 0.45645 0.77451  0.0290

## Properties
multiplicity = 3
E_HOMO (alpha / beta) = -8.385 / -11.357 eV
energy relative to the best compared isomer or geometry (same formula, charge and spin) = 0.000 eV
E_tot = -613.0566 a.u.

This record from the Open Molecules 2025 dataset describes a single CH3FP2 molecule. The level of theory is the ωB97M-V functional and the def2-TZVPD basis.

Each line ends with the Löwdin charge.
Cartesian coordinates (Å):
C: -0.60821 -0.32520 0.22481  -0.9316
F: -0.86675 -1.59576 0.04096  -0.0872
P: -1.86437 0.77845 0.06321  0.7755
P: 1.39989 0.15679 0.34339  0.7650
H: -1.17007 1.94026 -0.02947  -0.1914
H: 1.43439 -1.11864 0.46378  -0.2290
H: 1.67511 0.16410 -1.10667  -0.1012

## Properties
multiplicity = 1
SMILES = [H]/P=C(/F)P
E_HOMO = -9.345 eV
energy relative to the best compared isomer or geometry (same formula, charge and spin) = 1.736 eV
E_tot = -822.3610 a.u.

This record from the Open Molecules 2025 dataset describes a single CH3FS2 molecule. The level of theory is the ωB97M-V functional and the def2-TZVPD basis.

Each line ends with the Löwdin charge.
Cartesian coordinates (Å):
C: 0.40891 -0.45888 0.58097  -1.0864
H: -0.39005 1.26292 -0.71267  0.0951
H: -0.79577 -0.38735 -1.38746  -0.0954
H: 0.35509 -0.55839 1.66555  0.0453
F: -0.22110 0.94662 0.14260  -0.3243
S: -1.18106 -0.53108 -0.10942  0.7718
S: 1.82397 -0.27385 -0.17956  0.5939

## Properties
multiplicity = 1
E_HOMO = -7.924 eV
energy relative to the best compared isomer or geometry (same formula, charge and spin) = 7.453 eV
E_tot = -935.8413 a.u.

This record from the Open Molecules 2025 dataset describes 2 unconnected molecules or ions with the total composition CH3I2P. The level of theory is the ωB97M-V functional and the def2-TZVPD basis.

Each line ends with the Löwdin charge.
Cartesian coordinates (Å):
C: -0.76221 -0.45624 -0.30424  -1.0581
P: -0.24629 0.87125 -1.42360  0.6120
I: -1.53992 0.81678 1.27449  0.6188
I: 2.96082 0.10148 1.31469  0.0853
H: 0.04022 -1.13648 0.15440  0.0004
H: -1.52931 -1.13852 -0.43289  -0.0607
H: 1.07670 0.94172 -0.58284  -0.1979

## Properties
multiplicity = 1
E_HOMO (alpha / beta) = -9.747 / -7.928 eV
energy relative to the best compared isomer or geometry (same formula, charge and spin) = 3.918 eV
E_tot = -976.5357 a.u.